ORCA calculation (wB97M-V/def2-TZVPD) on a 8-piece molecular cluster, C32H80N8O4 overall.

Results
HOMO level: -8.1 eV
SMILES: CCN(CC)CC.CCN(CC)CC.CCN(CC)CC.CCN(CC)CC.CC(N)=O.CC(N)=O.CC(N)=O.CC(N)=O
ΔE to the lowest compared entry with this formula, charge and spin: 4.5 kcal per mole
Kohn-Sham gap: 8.680 eV

```
! wB97M-V def2-TZVPD RIJCOSX def2/J DEFGRID3
* xyz 0 1
C -0.2935 -7.9286 -1.8672
C 0.6317 -6.7167 -1.6104
N -0.0552 -5.6460 -0.8894
C 0.8626 -4.5590 -0.5697
C 0.4241 -3.6673 0.5629
C -1.2607 -5.1861 -1.5645
C -1.0534 -4.5998 -2.9570
H -0.9883 -8.0045 -1.0280
H 0.2891 -8.8442 -1.9186
H -0.8772 -7.7724 -2.7729
H 1.4558 -7.0414 -0.9770
H 1.0082 -6.3888 -2.5930
H 1.8148 -5.0303 -0.3028
H 1.1550 -3.9791 -1.4616
H 0.2222 -4.2175 1.4852
H 1.2743 -3.0149 0.7831
H -0.4627 -3.0541 0.3974
H -1.7662 -4.4573 -0.9225
H -2.0118 -5.9832 -1.5521
H -1.9317 -4.1272 -3.3908
H -0.6770 -5.3320 -3.6788
H -0.2398 -3.8718 -2.9220
C 5.4961 2.3351 5.8326
C 4.6563 1.8026 4.6639
N 3.5145 1.0132 5.1100
C 2.8087 0.4493 3.9654
C 3.6142 -0.6144 3.2524
C 2.6317 1.7251 6.0319
C 2.0374 3.0388 5.5168
H 5.1737 3.3357 6.1170
H 6.5346 2.3998 5.5092
H 5.4351 1.6502 6.6759
H 4.3087 2.6474 4.0433
H 5.2789 1.1422 4.0625
H 1.8525 0.0239 4.2745
H 2.5549 1.2723 3.2703
H 3.9423 -0.3522 2.2464
H 4.4855 -0.9276 3.8309
H 3.0391 -1.5419 3.1611
H 3.1624 1.7965 6.9844
H 1.8190 1.0264 6.2583
H 2.7626 3.8441 5.4442
H 1.3191 3.3797 6.2758
H 1.4112 2.8270 4.6533
C -3.8171 -2.4922 -0.8212
C -3.6341 -1.8237 -2.1612
N -3.6484 -0.3339 -2.1659
C -4.9562 0.1210 -1.6973
C -5.0117 1.6250 -1.4648
C -3.2488 0.1703 -3.4937
C -4.3672 0.3053 -4.5421
H -4.7282 -2.1614 -0.3375
H -2.9280 -2.4051 -0.1858
H -3.8170 -3.5790 -0.9572
H -2.7127 -2.1109 -2.6644
H -4.4754 -2.1383 -2.8097
H -5.7403 -0.1346 -2.4274
H -5.1932 -0.3493 -0.7480
H -5.1741 2.1307 -2.4239
H -5.8595 1.9075 -0.8410
H -4.0844 2.0585 -1.0875
H -2.4470 -0.4611 -3.8703
H -2.8055 1.1572 -3.3189
H -4.8418 1.2819 -4.5013
H -5.0416 -0.5470 -4.5229
H -3.8869 0.2829 -5.5269
C 3.6868 1.0804 -1.3333
C 4.7901 1.6079 -2.2450
N 4.3614 1.8458 -3.6116
C 5.4630 2.1019 -4.5569
C 6.1972 3.4256 -4.3465
C 3.2902 2.8307 -3.6844
C 1.9609 2.2320 -4.1404
H 4.1097 0.9097 -0.3377
H 3.1117 0.2268 -1.6862
H 2.9721 1.8864 -1.1198
H 5.1350 2.5427 -1.7634
H 5.6259 0.9035 -2.2417
H 4.9834 2.0318 -5.5342
H 6.1594 1.2693 -4.4360
H 5.6621 4.2570 -4.8079
H 7.2017 3.4257 -4.7707
H 6.2841 3.6407 -3.2809
H 3.0939 3.2505 -2.6923
H 3.5376 3.6983 -4.3004
H 1.2636 3.0781 -4.1728
H 2.0009 1.7599 -5.1186
H 1.5828 1.5630 -3.3698
C -3.7218 -2.5261 3.0717
C -4.9302 -1.6305 3.1516
N -6.1275 -2.1607 2.7586
O -4.8256 -0.4773 3.5545
H -3.9283 -3.4176 2.4754
H -3.2599 -2.7162 4.0317
H -3.0298 -1.9312 2.4661
H -6.1185 -3.1326 2.5225
H -6.9070 -1.5284 2.7362
C -1.1745 5.7580 -1.3389
C -0.9324 4.2878 -1.1523
N -1.7476 3.6078 -0.3084
O 0.0002 3.6942 -1.6975
H -0.3312 6.1943 -1.8614
H -1.1685 6.2264 -0.3470
H -2.1479 5.9328 -1.7884
H -1.6002 2.6195 -0.1941
H -2.2683 4.0871 0.4153
C 0.8519 -0.0340 1.1978
C -0.5560 -0.0494 0.6677
N -0.8571 0.6892 -0.4246
O -1.4275 -0.6444 1.2987
H 0.6187 0.7980 1.8947
H 1.6969 0.3799 0.6509
H 1.1167 -0.9094 1.7715
H -1.7540 0.5546 -0.8838
H -0.1729 1.2517 -0.9141
C -1.5084 2.2189 3.5454
C -2.5860 2.7236 2.6363
N -3.2057 1.8373 1.8319
O -2.8310 3.9296 2.5528
H -0.5802 2.6672 3.1871
H -1.4722 1.1312 3.5772
H -1.6725 2.6120 4.5465
H -2.8845 0.8767 1.7942
H -3.9700 2.1573 1.2635
*
```

***

ORCA calculation (wB97M-V/def2-TZVPD) on a 8-piece molecular cluster, C32H80O8 overall.

Results
HOMO level: -9.2 eV
SMILES: CCOCC.CCOCC.CCOCC.CCOCC.CCOCC.CCOCC.CCOCC.CCOCC
ΔE to the lowest compared entry with this formula, charge and spin: 318.0 kcal per mole
Kohn-Sham gap: 9.762 eV

```
! wB97M-V def2-TZVPD RIJCOSX def2/J DEFGRID3
* xyz 0 1
C -8.3132 1.8574 -3.2535
C -7.1870 2.6292 -3.8216
O -6.2538 2.8489 -2.7827
C -5.0495 3.4534 -3.3104
C -4.0723 3.5742 -2.3148
H -9.0841 1.8557 -4.0065
H -8.6400 2.3545 -2.3313
H -8.1576 0.9194 -2.8737
H -7.6928 3.3956 -4.1779
H -6.8925 2.0430 -4.6953
H -5.2383 4.4510 -3.5085
H -4.6176 3.0040 -4.2726
H -4.5121 4.1117 -1.4058
H -3.2197 4.2676 -2.6474
H -3.7040 2.5321 -2.3091
C -2.0586 0.3886 3.6583
C -1.0035 0.8306 2.6748
O 0.0517 1.3229 3.4151
C 1.0401 1.9682 2.6292
C 2.0777 2.4471 3.5023
H -2.9595 0.4182 3.2432
H -2.4244 1.1840 4.2235
H -1.7818 -0.6152 4.3336
H -1.1729 1.6673 1.8544
H -0.6776 -0.1145 2.0698
H 0.6248 2.8471 2.1657
H 1.2659 1.3566 1.9434
H 1.8208 3.2929 4.1167
H 3.0169 2.8639 2.8183
H 2.5423 1.6639 4.0409
C 5.0932 -0.2445 3.2361
C 5.3388 0.7291 2.0628
O 4.8412 0.1693 0.8571
C 4.5376 0.9937 -0.1746
C 3.8074 0.3034 -1.2329
H 5.3285 -1.1836 2.7713
H 4.0219 -0.4659 3.5881
H 5.6229 0.1958 4.2340
H 6.4171 0.8368 1.9815
H 4.9019 1.6779 2.3590
H 5.5365 1.2260 -0.6097
H 3.8751 1.9490 0.1399
H 2.8863 -0.1062 -0.6489
H 4.3634 -0.5367 -1.6184
H 3.5805 1.0492 -1.9130
C -5.3487 2.1510 1.4478
C -4.2775 3.1448 1.7442
O -4.0626 3.4565 3.1170
C -3.3349 4.6586 3.5031
C -1.9350 4.4296 3.4848
H -5.1846 1.1100 1.7724
H -5.4989 2.2130 0.2557
H -6.2497 2.3891 1.9071
H -4.5471 4.0455 1.1388
H -3.3392 2.7958 1.3627
H -3.7617 5.0438 4.4288
H -3.6842 5.3579 2.8760
H -1.1368 5.1171 3.7410
H -1.6292 4.2839 2.4510
H -1.5918 3.5101 4.0211
C 0.2335 0.0472 -3.9094
C 1.3522 0.0138 -4.8622
O 2.5766 0.3383 -4.4261
C 3.6704 0.4282 -5.3078
C 4.7460 1.2578 -4.7304
H 0.2826 1.2294 -3.6412
H 0.5556 -0.5968 -2.9975
H -0.7892 -0.2909 -4.3357
H 1.0889 0.5821 -5.6974
H 1.2619 -1.0661 -5.2330
H 3.1847 0.7463 -6.2941
H 4.1030 -0.7698 -5.4162
H 4.3782 2.2787 -4.3372
H 5.4292 1.4471 -5.5540
H 5.0805 0.8767 -3.8930
C 0.9660 -2.0392 0.6368
C 0.1186 -1.3699 -0.4637
O -1.2314 -1.0554 -0.1904
C -1.8483 -0.3011 -1.1950
C -3.2553 -0.1442 -0.9132
H 1.8100 -2.2652 0.2160
H 0.5832 -2.8643 1.0832
H 1.2718 -1.2257 1.2765
H 0.0996 -1.9904 -1.3431
H 0.4914 -0.4268 -0.8536
H -1.7385 -0.6841 -2.1976
H -1.3179 0.7183 -1.2317
H -3.9030 0.3787 -1.5870
H -3.3280 0.4051 -0.0630
H -3.8562 -0.9725 -0.8231
C 3.3759 -4.5206 3.4805
C 2.4832 -3.2375 3.5393
O 2.4130 -2.6910 4.8030
C 1.5841 -1.5325 4.8623
C 1.5455 -1.1455 6.2833
H 3.4398 -5.0106 2.3740
H 2.9262 -5.1553 3.8605
H 4.3113 -4.1434 3.7786
H 1.4650 -3.3873 3.2835
H 2.8514 -2.6802 2.7141
H 0.6115 -2.0138 4.7754
H 1.8210 -0.7643 4.1326
H 1.0809 -0.2186 6.6006
H 2.5980 -0.9974 6.4409
H 1.3756 -1.8607 7.0295
C 1.3399 -5.8474 -0.4834
C 0.7314 -5.5220 -1.8293
O 1.7376 -5.1510 -2.6394
C 1.3126 -4.8464 -3.9686
C 2.4679 -4.6017 -4.6851
H 2.1284 -6.7139 -0.6562
H 0.3700 -6.0949 0.2319
H 2.0173 -5.0948 -0.3031
H -0.0148 -4.8531 -1.5872
H 0.0007 -6.3302 -2.2517
H 0.5864 -4.0808 -4.0364
H 0.6661 -5.6728 -4.3244
H 3.0899 -3.7041 -4.2968
H 2.0714 -4.5633 -5.6487
H 3.2996 -5.3701 -4.4575
*
```